CH6N3O2 | ωB97M-V/def2-TZVPD

Properties
* relative energy (zero: lowest compared OMol25 entry of this formula, charge and spin): 15.5 kcal per mole
* SMILES: NC(=[NH2+])N(O)O
* HOMO: -0.5553 Ha
* HOMO-LUMO gap: 0.4223 hartree
* total charge: +1

```
12
CH6N3O2 (ωB97M-V/def2-TZVPD)
N -1.37960 1.06526 -0.08174
C -0.41258 -0.14415 -0.03361
N -0.83297 -1.38228 0.00656
N 0.89699 0.15630 0.08144
O 1.21788 1.49308 0.06074
O 1.82750 -0.84217 -0.11504
H -0.87402 1.85718 0.40290
H -2.36948 0.89439 0.28928
H -1.78570 -1.63307 -0.08612
H -0.17069 -2.15592 -0.34980
H 1.45483 1.84144 -0.85687
H 2.42783 -1.15006 0.68226
```